Entry 1:
23
Properties=species:S:1:pos:R:3:lowdin_charge:R:1 method="wB97M-V/def2-TZVPD" de_lowest_kj_mol=179.2 smiles=NCCNCN.O.O multiplicity=1 mol_weight_g_mol=125.2
N 0.002 1.034 -2.088 -0.008
C -0.533 1.583 -0.879 -0.282
C -0.055 0.859 0.436 -0.257
N -0.225 -0.592 0.322 -0.092
C 0.400 -1.266 1.507 -0.285
N 1.924 -1.387 1.634 0.000
H -0.524 0.339 -2.572 0.059
H 0.970 0.824 -2.109 0.025
H -1.669 1.686 -0.823 0.123
H -0.173 2.682 -0.725 0.120
H 0.987 1.060 0.536 0.079
H -0.593 1.282 1.280 0.101
H -0.134 -1.094 -0.574 0.107
H 0.161 -2.294 1.496 0.068
H -0.187 -0.620 2.398 0.144
H 2.292 -0.477 1.465 0.022
H 2.339 -1.922 2.375 0.047
O 2.554 0.370 -3.491 0.034
H 2.638 1.171 -3.849 -0.022
H 2.297 -0.279 -4.087 0.020
O -4.393 -0.694 2.598 -0.012
H -4.589 -1.487 2.231 -0.031
H -3.490 -0.777 2.919 0.038

=====

Entry 2:
22
Properties=species:S:1:pos:R:3:lowdin_charge:R:1 method="wB97M-V/def2-TZVPD" de_lowest_kj_mol=61.8 multiplicity=2 mol_weight_g_mol=113.2 charge=-1
C 0.535 1.459 -0.593 -0.182
N -0.024 0.787 0.563 -0.357
C -1.218 1.448 1.010 -0.287
C 0.897 0.378 1.615 -0.128
H -0.101 1.342 -1.459 0.040
H 0.653 2.539 -0.413 0.070
H 1.516 1.027 -0.809 0.075
H -1.687 0.981 1.875 0.057
H -1.944 1.428 0.197 0.010
H -1.095 2.501 1.294 0.060
H 0.457 -0.508 2.085 0.071
H 1.819 0.054 1.127 0.075
H 1.010 1.138 2.383 0.065
H 2.939 -3.237 -1.360 0.022
H 1.909 -2.572 -0.510 -0.001
O 2.871 -2.729 -0.545 -0.101
H -2.954 -0.398 -1.535 -0.049
H -2.655 -0.317 -0.069 -0.044
O -2.705 -0.975 -0.784 -0.240
H 0.209 -1.045 -0.754 -0.006
H -0.644 -1.576 -1.873 -0.002
O 0.212 -1.726 -1.447 -0.146

=====

Entry 3:
22
Properties=species:S:1:pos:R:3:lowdin_charge:R:1 method="wB97M-V/def2-TZVPD" de_lowest_kj_mol=152.9 multiplicity=2 mol_weight_g_mol=113.2 charge=+1
C 0.105 -1.449 -0.115 0.074
N 0.690 -0.748 -1.426 -0.021
C 0.065 -1.255 -2.702 -0.015
C 0.467 0.718 -1.504 -0.026
H -0.498 -0.734 0.443 0.089
H 1.049 -1.595 0.448 0.102
H -0.352 -2.391 -0.217 0.088
H 0.585 -0.737 -3.529 0.103
H 0.192 -2.299 -2.801 0.081
H -1.087 -0.873 -2.750 0.190
H 0.856 1.177 -2.506 0.156
H 0.803 1.187 -0.627 0.071
H -0.593 0.926 -1.493 0.115
H -3.435 0.992 1.677 0.079
H -1.926 1.266 1.630 -0.072
O -2.734 1.622 1.335 -0.071
H 2.270 1.387 1.801 0.045
H 1.840 -0.128 1.526 0.045
O 2.170 0.540 2.178 -0.010
H 0.487 0.556 2.513 -0.089
H -0.565 1.159 3.458 0.073
O -0.387 0.678 2.660 -0.007

=====

Entry 4:
22
Properties=species:S:1:pos:R:3:lowdin_charge:R:1 method="wB97M-V/def2-TZVPD" de_lowest_kj_mol=38.2 multiplicity=2 mol_weight_g_mol=113.2 charge=+1
C -0.661 -1.746 0.478 -0.007
N -0.060 -0.986 -0.617 -0.136
C 0.894 -1.804 -1.325 -0.015
C -1.041 -0.172 -1.291 0.014
H 0.181 -2.018 1.140 0.124
H -1.132 -2.672 0.120 0.142
H -1.371 -1.140 1.036 0.101
H 1.777 -1.186 -1.550 0.128
H 1.273 -2.668 -0.779 0.112
H 0.602 -2.211 -2.306 0.136
H -0.806 0.057 -2.327 0.121
H -1.063 0.808 -0.792 0.111
H -2.059 -0.517 -1.109 0.135
H -0.827 1.317 1.302 -0.009
H -1.879 2.133 2.049 0.053
O -1.769 1.391 1.460 -0.048
H 2.790 0.647 1.207 0.087
H 1.305 0.069 0.712 -0.006
O 1.856 0.794 0.992 -0.022
H 0.178 3.828 0.129 0.039
H 1.195 2.677 0.610 -0.012
O 0.616 3.399 0.861 -0.048

=====

Entry 5:
23
Properties=species:S:1:pos:R:3:lowdin_charge:R:1 method="wB97M-V/def2-TZVPD" de_lowest_kj_mol=154.1 smiles="C=CNC.O.O.O.O" multiplicity=1 mol_weight_g_mol=129.2
C -0.946 -1.676 0.033 -0.038
C 0.096 -1.881 -0.775 -0.244
N 1.006 -0.896 -1.121 -0.092
C 2.313 -1.241 -1.605 -0.122
H -1.160 -0.710 0.470 0.031
H -1.666 -2.458 0.172 0.037
H 0.356 -2.880 -1.114 0.108
H 0.845 0.004 -0.698 0.100
H 2.554 -2.287 -1.444 0.073
H 2.450 -1.005 -2.655 0.068
H 3.118 -0.689 -1.089 0.080
O -2.419 1.865 1.889 -0.056
H -2.629 2.757 2.196 0.058
H -3.029 1.745 1.145 0.062
O -0.392 2.234 -2.941 -0.068
H -0.580 3.167 -3.116 0.035
H -0.111 2.279 -2.016 0.011
O 0.277 2.389 0.754 -0.067
H 0.825 2.021 1.453 0.036
H -0.635 2.212 1.041 -0.009
O -0.249 -2.006 3.148 -0.061
H -0.710 -1.160 3.154 0.025
H 0.686 -1.784 3.118 0.032

=====

Entry 6:
23
Properties=species:S:1:pos:R:3:lowdin_charge:R:1 method="wB97M-V/def2-TZVPD" de_lowest_kj_mol=220.2 smiles=NCCCO.O.O.O multiplicity=1 mol_weight_g_mol=129.2
N 1.884 -1.306 1.421 -0.017
C 1.768 -0.597 0.061 -0.249
C 0.492 -1.083 -0.668 -0.204
C 0.454 -0.379 -2.050 -0.272
O -0.831 -0.542 -2.632 -0.079
H 1.211 -0.884 2.016 -0.021
H 2.808 -1.108 1.935 0.098
H 1.759 0.557 0.155 0.122
H 2.546 -0.922 -0.666 0.111
H -0.429 -0.747 -0.137 0.077
H 0.336 -2.108 -0.698 0.094
H 1.168 -0.969 -2.663 0.124
H 0.756 0.735 -1.995 0.137
H -1.453 -0.283 -1.920 0.068
O -0.548 -0.125 2.835 -0.081
H -0.542 -1.002 2.346 0.063
H -0.747 0.396 2.044 0.004
O -1.122 2.731 -0.194 0.013
H -0.291 2.731 0.083 -0.028
H -1.824 3.224 0.239 0.077
O -2.608 0.596 0.521 -0.072
H -2.361 1.314 -0.149 0.046
H -2.423 -0.228 0.118 -0.011

=====

Entry 7:
23
Properties=species:S:1:pos:R:3:lowdin_charge:R:1 method="wB97M-V/def2-TZVPD" de_lowest_kj_mol=142.8 smiles="C=CCN.O.O.O.O" multiplicity=1 mol_weight_g_mol=129.2
C 0.709 -1.700 2.273 0.013
C 0.666 -0.645 1.462 -0.195
C 1.062 0.729 1.942 -0.283
N 2.116 1.299 1.091 -0.005
H 0.364 -2.681 2.031 0.043
H 1.263 -1.533 3.198 0.059
H 0.241 -0.621 0.473 0.055
H 0.184 1.387 1.930 0.110
H 1.439 0.700 2.957 0.102
H 1.923 1.441 0.115 0.044
H 2.955 0.749 1.198 0.065
O -1.536 1.105 -1.601 -0.054
H -1.237 2.005 -1.764 0.076
H -0.883 0.642 -2.155 0.014
O -2.939 0.422 0.543 -0.088
H -2.435 0.665 -0.269 -0.029
H -2.248 0.131 1.146 0.007
O -0.353 -1.652 -1.467 -0.050
H -0.709 -2.529 -1.635 0.065
H -1.200 -1.181 -1.399 0.042
O 0.988 0.376 -2.792 -0.063
H 0.624 -0.453 -3.164 0.054
H 1.277 0.159 -1.905 0.019

=====

Entry 8:
23
Properties=species:S:1:pos:R:3:lowdin_charge:R:1 method="wB97M-V/def2-TZVPD" de_lowest_kj_mol=462.9 multiplicity=1 mol_weight_g_mol=129.2
C 0.152 -0.177 1.858 -0.115
N 0.603 1.156 1.445 -0.101
C 1.077 1.118 0.054 -0.192
C -0.093 1.328 -0.907 -0.360
O -0.672 0.206 -1.104 -0.138
H 0.964 -0.907 1.929 0.060
H -0.548 -0.595 1.146 0.070
H -0.421 -0.120 2.776 0.077
H 1.374 1.492 2.006 0.099
H 1.699 2.021 -0.030 0.123
H 1.562 0.190 -0.240 0.111
H -0.899 2.756 0.201 0.277
H 0.163 1.935 -1.782 0.137
H -0.980 2.040 -0.330 0.084
H -3.147 -0.323 -0.622 0.034
H -2.106 0.721 -0.403 -0.033
O -3.038 0.514 -0.159 -0.085
H -0.476 -2.510 -2.743 0.033
H -0.578 -1.255 -1.743 -0.009
O -0.290 -2.189 -1.860 -0.073
H 2.500 -2.912 0.328 0.045
H 1.204 -2.367 -0.197 0.023
O 1.950 -2.121 0.378 -0.069

=====

Entry 9:
30
Properties=species:S:1:pos:R:3:lowdin_charge:R:1 method="wB97M-V/def2-TZVPD" de_lowest_kj_mol=177.1 smiles="NC(N)=O.NC(N)=O.NC(N)=O.O.O" multiplicity=1 mol_weight_g_mol=216.2
N 0.142 3.389 1.823 0.165
C -0.174 2.883 0.675 -0.807
N 0.768 2.218 0.051 0.159
O -1.221 3.154 0.145 0.036
H -0.455 4.034 2.319 0.122
H 1.012 3.093 2.242 0.102
H 0.650 2.210 -0.952 0.066
H 1.629 2.042 0.549 0.068
N -0.641 -3.464 1.244 0.148
C -1.297 -3.404 2.400 -0.790
N -1.975 -2.297 2.453 0.155
O -1.182 -4.112 3.376 0.031
H -0.625 -2.722 0.559 0.063
H -0.362 -4.418 1.065 0.111
H -2.016 -1.714 1.629 0.103
H -2.436 -2.232 3.349 0.123
N -0.021 -0.612 -2.680 0.180
C -0.045 0.573 -3.147 -0.784
N -0.632 0.584 -4.277 0.175
O 0.501 1.531 -2.617 0.028
H 0.422 -0.804 -1.793 0.087
H -0.592 -1.341 -3.083 0.123
H -0.730 1.436 -4.811 0.129
H -1.016 -0.219 -4.752 0.119
O 2.889 0.480 0.940 -0.038
H 2.730 0.288 1.864 0.059
H 3.718 0.958 0.933 0.059
O 0.194 -0.877 0.225 -0.053
H -0.329 -0.104 0.011 0.043
H 1.094 -0.555 0.263 0.018

=====

Entry 10:
24
Properties=species:S:1:pos:R:3:lowdin_charge:R:1 method="wB97M-V/def2-TZVPD" de_lowest_kj_mol=686.2 multiplicity=1 mol_weight_g_mol=146.2 charge=+1
C 0.539 -1.626 -0.374 -0.244
C -0.898 -1.204 -0.195 -0.281
C -1.493 -1.393 1.191 -0.087
S 0.476 1.492 -1.330 0.816
N 1.426 -0.990 0.542 0.248
H 0.653 -2.709 -0.299 0.151
H 0.834 -1.329 -1.415 0.134
H -1.535 -1.670 -0.955 0.120
H -1.163 -0.182 -0.496 0.046
H -0.856 -1.045 2.012 0.060
H -1.593 -2.452 1.489 0.088
H 1.202 2.341 -2.092 -0.143
H 2.388 -1.315 0.498 0.142
H 1.410 0.027 0.416 0.031
H -2.524 -1.036 1.174 0.095
H -0.769 -0.719 -4.286 0.067
H -0.267 0.067 -3.029 -0.081
O -0.592 -0.782 -3.340 -0.042
H 0.876 2.741 0.344 -0.115
H 1.059 4.102 1.057 0.080
O 0.987 3.154 1.212 -0.077
H 0.047 1.981 1.998 -0.017
H 0.098 1.330 3.377 0.060
O -0.302 1.219 2.505 -0.052

=====

Entry 11:
24
Properties=species:S:1:pos:R:3:lowdin_charge:R:1 method="wB97M-V/def2-TZVPD" de_lowest_kj_mol=117.0 multiplicity=1 mol_weight_g_mol=130.2 charge=+1
O 1.730 0.337 -0.465 -0.074
C 1.850 -0.954 0.185 -0.174
C 0.705 -1.751 -0.376 -0.143
N -0.556 -0.965 -0.558 -0.006
C -1.527 -1.812 -1.332 -0.004
H 2.548 0.730 -0.693 0.094
H 2.734 -1.494 -0.181 0.136
H 1.753 -0.838 1.324 0.156
H 0.435 -2.685 0.154 0.148
H 1.063 -2.079 -1.404 0.155
H -0.344 -0.034 -1.082 0.157
H -0.829 -0.636 0.312 0.077
H -1.172 -2.136 -2.324 0.110
H -2.411 -1.207 -1.522 0.095
H -1.885 -2.751 -0.798 0.126
H -2.021 0.615 2.244 0.047
H -2.045 -0.878 2.640 0.085
O -1.447 -0.149 2.324 -0.059
H -1.670 2.327 -0.892 0.000
H -0.213 2.209 -0.484 0.077
O -1.054 1.669 -0.859 -0.065
H 1.108 1.958 0.554 0.026
H 0.993 3.066 1.618 0.095
O 0.731 2.854 0.697 -0.060

=====

Entry 12:
27
Properties=species:S:1:pos:R:3:lowdin_charge:R:1 method="wB97M-V/def2-TZVPD" de_lowest_kj_mol=26.7 multiplicity=2 mol_weight_g_mol=194.2
C -0.393 -0.445 0.370 -0.190
C -0.293 -1.606 -0.678 -0.546
S -0.742 -0.989 -2.353 0.681
C -0.309 -1.104 1.696 -0.528
N 0.949 -1.173 2.210 0.192
O -1.246 -1.634 2.300 0.034
H -1.320 0.132 0.182 0.086
H 0.364 0.290 0.067 0.097
H -0.904 -2.482 -0.481 0.070
H 0.724 -1.923 -0.921 0.055
H 1.167 -1.761 2.995 0.119
H 1.692 -0.744 1.671 0.059
H 2.870 -0.923 -0.313 0.037
H 3.572 0.302 0.031 0.029
O 3.304 -0.537 0.467 -0.080
H 2.567 2.356 0.532 0.052
H 1.994 2.174 -0.864 0.000
O 2.834 2.099 -0.357 -0.072
H -0.202 2.342 -1.457 0.033
H 0.456 1.491 -2.431 0.002
O 0.602 2.356 -2.002 -0.063
H -3.297 -1.490 -0.155 0.013
H -2.700 -1.355 1.275 0.008
O -3.466 -1.088 0.696 -0.076
H -3.244 1.589 -0.279 0.032
H -2.268 1.864 -1.477 0.004
O -2.712 2.258 -0.722 -0.048